Entry 1:
Computed, not measured: a 6-piece molecular cluster, C6H24O6 overall in a non-equilibrium geometry, with ωB97M-V/def2-TZVPD.

The geometry in XYZ format:
```
36
Properties=species:S:1:pos:R:3:forces:R:3
C -13.027 8.204 -19.571 -0.0501 0.6854 -0.2674
C -14.378 7.783 -19.021 0.3060 -1.4618 -0.0274
O -15.422 8.635 -19.351 -0.6105 1.6347 -0.6606
H -12.990 8.176 -20.660 -0.3602 -0.0954 -0.0994
H -12.219 7.545 -19.253 -0.1503 0.0055 0.3345
H -12.791 9.238 -19.319 0.0950 -0.0301 0.3094
H -14.378 7.624 -17.943 0.4316 -0.0311 0.1289
H -14.614 6.835 -19.504 0.1376 -0.5516 0.2464
H -16.146 8.583 -18.722 0.2021 -0.1561 0.0348
C -1.018 1.926 -26.071 -1.5095 1.1068 0.6647
C -2.484 1.851 -26.633 0.9115 -1.0243 -1.7290
O -3.585 1.684 -25.772 0.1896 0.3493 1.1163
H -0.827 2.936 -25.709 -0.1700 0.1148 0.3188
H -0.206 1.798 -26.788 -0.4219 -0.6772 -0.2258
H -0.969 1.272 -25.201 0.3934 -0.2198 -0.2018
H -2.553 0.962 -27.259 0.5556 -0.0682 -0.5088
H -2.729 2.663 -27.319 0.2342 0.3394 0.2936
H -3.659 0.736 -25.640 -0.1918 0.0833 0.2818
C -11.260 1.025 -23.745 1.3437 -1.3269 1.4198
C -12.129 1.933 -24.482 -0.3628 1.3412 -0.5287
O -11.640 2.148 -25.803 -0.2272 -0.1809 -0.0919
H -11.285 1.264 -22.681 -0.6714 -0.3622 0.2516
H -10.188 1.165 -23.885 0.0021 0.1643 -0.8523
H -11.485 -0.029 -23.910 0.0734 -0.0001 0.0872
H -12.119 2.874 -23.931 -0.2313 0.4000 -0.1593
H -13.162 1.585 -24.514 -0.0532 -0.1318 0.0748
H -12.408 2.314 -26.355 0.1288 0.0983 -0.1928
O -4.323 4.510 -17.112 0.1810 -0.1343 0.0870
H -4.854 5.133 -16.615 -0.1086 0.1564 0.1542
H -4.709 4.512 -17.988 -0.0783 -0.0203 -0.2495
O -7.294 4.643 -22.099 0.0325 0.1999 0.1943
H -6.636 4.108 -22.543 0.2193 -0.1289 -0.1208
H -8.128 4.357 -22.472 -0.2349 -0.0483 -0.0856
O -6.526 9.533 -21.909 0.0475 0.1538 0.1777
H -6.659 9.819 -22.813 -0.0254 0.1083 -0.2120
H -6.642 8.583 -21.939 -0.0271 -0.2922 0.0373
```
Positions in Å, forces in eV/Å.

Largest force on an atom (eV Å⁻¹): 2.36
E_tot (hartree): -694.35296
2S+1: 1

Computed natural (NBO) charges, given in elementary charges: C -0.630; C -0.053; O -0.728; H 0.209; H 0.215; H 0.211; H 0.156; H 0.147; H 0.474; C -0.648; C -0.058; O -0.713; H 0.207; H 0.221; H 0.210; H 0.146; H 0.171; H 0.465; C -0.634; C -0.069; O -0.721; H 0.212; H 0.220; H 0.209; H 0.151; H 0.164; H 0.467; O -0.936; H 0.467; H 0.469; O -0.941; H 0.472; H 0.469; O -0.937; H 0.466; H 0.471

=====

Entry 2:
Computed, not measured: a 7-piece molecular cluster, C6H25NO7 overall in a non-equilibrium geometry, with ωB97M-V/def2-TZVPD.

The geometry in XYZ format:
```
39
Properties=species:S:1:pos:R:3:forces:R:3
C -1.684 -1.774 0.581 -1.3274 0.6291 -0.3693
N -0.254 -1.635 0.710 -1.6886 0.5079 -0.4909
C 0.471 -0.772 -0.003 1.4951 -0.5386 0.8282
O 1.714 -0.878 0.042 -0.0012 -0.2895 -0.1809
C -0.087 0.371 -0.760 -2.4383 0.4091 -2.1920
C 0.912 1.162 -1.638 0.3636 -0.2452 0.0999
C 0.089 2.135 -2.438 -0.4188 3.3575 -1.2462
C 2.029 1.940 -0.812 -2.1954 -0.3294 1.0135
H -1.882 -2.396 -0.290 -0.4375 -0.1253 0.1157
H -2.208 -2.114 1.478 0.7897 -0.5997 0.0005
H -2.219 -0.821 0.471 0.5704 0.0036 -0.4364
H 0.149 -2.325 1.311 0.7269 -0.0113 -0.0101
H -1.049 0.204 -1.420 2.1759 -1.0304 0.6873
H -0.727 1.029 -0.171 0.7436 0.5650 1.0347
H 1.440 0.552 -2.402 -0.4637 -0.3266 0.8229
H 0.752 2.614 -3.152 0.5511 0.1581 -0.2291
H -0.795 2.033 -3.119 0.4682 -1.5751 0.9218
H -0.240 3.043 -1.880 0.2210 -0.6683 0.3947
H 2.750 2.526 -1.377 -0.0537 -0.2636 -0.2312
H 1.429 2.645 -0.187 0.5177 -0.0256 -0.3673
H 2.489 1.268 -0.068 0.1274 0.2009 -0.7732
O 1.375 -0.301 2.612 -1.4479 0.0933 0.1207
H 1.600 0.278 3.338 1.1108 -0.0779 -0.2127
H 2.011 -0.675 1.986 0.5581 0.5742 0.2399
O -0.317 -2.255 3.394 -0.6230 1.8039 1.3846
H -0.814 -1.717 4.058 -0.2515 -1.4644 -0.2434
H 0.185 -1.450 3.141 0.7478 -0.6507 -0.7321
O 0.680 -2.730 -2.243 -0.3615 -0.4122 -0.3043
H 1.015 -2.552 -1.359 0.5020 0.0636 -0.1489
H 1.394 -2.906 -2.859 0.3945 -0.0057 0.3975
O -2.352 0.988 2.112 -1.9520 -0.7953 -2.5871
H -2.731 1.058 2.981 1.3503 0.0281 0.5552
H -1.426 0.940 1.828 -0.6985 0.2573 2.0739
O -0.220 2.167 2.516 1.1551 0.3722 -0.2502
H 0.350 1.662 1.916 0.2983 0.0935 0.2315
H -0.465 2.949 2.009 -0.0565 0.0216 0.1152
O -1.419 -1.425 -3.202 -0.0533 -0.2277 -0.1617
H -1.319 -0.826 -3.947 0.1322 -0.1538 -0.0255
H -0.630 -2.011 -3.158 -0.5305 0.6770 0.1548
```
Positions in Å, forces in eV/Å.

Largest force on an atom (eV Å⁻¹): 3.61
E_tot (hartree): -824.98289
2S+1: 1

Computed natural (NBO) charges, given in elementary charges: C -0.443; N -0.597; C 0.687; O -0.736; C -0.569; C -0.209; C -0.645; C -0.608; H 0.204; H 0.232; H 0.225; H 0.427; H 0.302; H 0.234; H 0.216; H 0.212; H 0.230; H 0.199; H 0.216; H 0.177; H 0.239; O -1.016; H 0.506; H 0.534; O -0.976; H 0.462; H 0.489; O -0.968; H 0.506; H 0.485; O -1.024; H 0.499; H 0.509; O -0.943; H 0.480; H 0.479; O -0.978; H 0.462; H 0.499

=====

Which formula does entry 2 have?
C6H25NO7

=====

E_tot of number 2 (C6H25NO7)?
-824.98289 hartree

=====

Which value of 2S+1 does entry 1 give?
1